Entry 1:
{
  "formula": "C7H7NO2S",
  "method": "ωB97M-V/def2-TZVPD",
  "symbols": ["C", "C", "C", "C", "C", "C", "C", "N", "O", "O", "S", "H", "H", "H", "H", "H", "H", "H"],
  "xyz": [[-1.51907, 0.47010, 0.94199], [-1.59969, 0.66995, -0.49927], [-0.47038, 0.20101, 1.66380], [-1.64871, -0.26493, -1.48098], [0.83056, -0.00489, 1.25056], [-0.89300, -1.53770, -1.40086], [1.35670, 0.44885, 0.11933], [2.78015, 0.44980, -0.18912], [3.17517, 0.14801, -1.28871], [3.49814, 0.58703, 0.76546], [-0.48000, -2.33635, -0.00949], [-2.37161, 0.89109, 1.50027], [-2.06012, 1.64875, -0.64848], [-0.56684, 0.05580, 2.67379], [-1.72214, 0.03916, -2.43443], [1.44730, -0.43877, 1.97401], [-0.55282, -2.05836, -2.31764], [0.79633, 1.03147, -0.62023]],
  "forces_ev_per_angstrom": [[-1.14, 1.50, -0.21], [-2.22, -0.58, 0.07], [-0.86, -0.03, -0.21], [3.14, -0.93, 2.93], [2.51, 0.38, -1.68], [-0.30, -1.18, 1.47], [-0.67, 1.45, -0.98], [-0.17, -1.87, 0.99], [-0.49, 0.44, -1.01], [0.97, 0.63, 0.97], [-0.32, -0.03, -1.60], [0.02, -0.63, -0.39], [0.25, -0.04, -0.74], [-0.62, 0.09, 2.49], [-1.04, 1.27, -3.31], [1.23, -0.73, 0.78], [-0.51, 0.77, 0.22], [0.22, -0.50, 0.22]],
  "lowdin_charge": [-0.114, -0.093, -0.181, -0.139, -0.129, -0.555, 0.003, -0.409, 0.086, 0.085, 0.737, 0.132, 0.119, 0.098, 0.055, 0.116, 0.051, 0.138],
  "smiles": "O=[N+]([O-])/C=C/C=C\\C=C/C=S",
  "spin_multiplicity": 1,
  "e_lumo_ev": -1.48,
  "relative_energy_kj_mol": 498.62,
  "homo_lumo_gap_ev": 7.0066,
  "homo_ev": -8.48
}

Entry 2:
{
  "formula": "C40H42GeN4O2SV",
  "method": "ωB97M-V/def2-TZVPD",
  "symbols": ["V", "N", "C", "C", "C", "C", "C", "C", "S", "O", "O", "N", "C", "N", "C", "C", "C", "N", "H", "H", "H", "H", "H", "H", "H", "H", "H", "C", "C", "C", "C", "C", "C", "H", "H", "H", "H", "H", "H", "H", "H", "H", "C", "C", "C", "C", "C", "C", "C", "C", "C", "C", "H", "H", "H", "H", "H", "H", "H", "C", "C", "C", "C", "C", "C", "C", "C", "C", "C", "H", "H", "H", "H", "H", "H", "H", "C", "Ge", "C", "C", "C", "H", "H", "H", "H", "H", "H", "H", "H", "H", "H"],
  "xyz": [[0.74602, -0.02010, -0.26134], [-3.87514, 3.17626, -6.34577], [-2.77991, 2.64505, -5.65707], [-1.49294, 2.77052, -6.17591], [-0.41154, 2.21406, -5.51274], [-0.61732, 1.51904, -4.33585], [-1.89477, 1.38020, -3.80590], [-2.97024, 1.94523, -4.46412], [0.71593, 0.75214, -3.48554], [1.96600, 1.22233, -4.01968], [0.46009, -0.66642, -3.50817], [0.49827, 1.21386, -1.93587], [0.55881, 2.55337, -1.62549], [0.58479, 2.72068, -0.29798], [0.60867, 3.95853, 0.15542], [0.60284, 5.04967, -0.70424], [0.60464, 4.75797, -2.05859], [0.59070, 3.52045, -2.54107], [-3.65353, 3.95660, -6.94346], [-4.67680, 3.37059, -5.76706], [-1.34056, 3.31474, -7.10101], [0.59522, 2.33461, -5.88832], [-2.03791, 0.85086, -2.86902], [-3.96724, 1.84510, -4.05062], [0.64011, 4.07192, 1.23504], [0.61958, 6.06670, -0.34055], [0.62342, 5.55408, -2.79662], [-4.45248, -1.02499, 0.84902], [-3.89391, 0.37014, 0.53582], [-4.13336, 1.28853, 1.74350], [-4.60402, 0.94079, -0.69792], [-2.45072, 0.26722, 0.27931], [-1.25948, 0.16042, 0.07030], [-5.52988, -0.97507, 1.03286], [-3.96633, -1.43416, 1.73551], [-4.26853, -1.70581, 0.01636], [-5.20274, 1.36492, 1.96329], [-3.74423, 2.28839, 1.54576], [-3.61805, 0.89511, 2.62091], [-5.67858, 1.03122, -0.51230], [-4.45507, 0.28876, -1.56063], [-4.20851, 1.92805, -0.94351], [-1.69903, -1.22185, 4.92531], [-1.67512, -1.80580, 3.63768], [-0.91305, -1.25637, 2.64740], [-0.11043, -0.10158, 2.85654], [0.71793, 0.44854, 1.81925], [1.53407, 1.49207, 2.19521], [1.51301, 2.07120, 3.48195], [0.69321, 1.57655, 4.45223], [-0.12197, 0.45738, 4.16038], [-0.93825, -0.11861, 5.17130], [-2.31053, -1.65229, 5.70911], [-2.26721, -2.69088, 3.43425], [-0.91535, -1.69686, 1.65946], [2.23715, 1.90382, 1.47919], [2.17275, 2.90581, 3.69514], [0.67328, 2.00092, 5.44958], [-0.93018, 0.33724, 6.15561], [4.93111, -2.43291, 3.30348], [3.52067, -2.49077, 3.30774], [2.80744, -1.83774, 2.34220], [3.44417, -1.09067, 1.32019], [2.69071, -0.42558, 0.30058], [3.40456, 0.21728, -0.68560], [4.82095, 0.26780, -0.69554], [5.53810, -0.34461, 0.28527], [4.86014, -1.05319, 1.31140], [5.57874, -1.73346, 2.32729], [5.49607, -2.94806, 4.07133], [3.00036, -3.04785, 4.07716], [1.72816, -1.88072, 2.34891], [2.90539, 0.70557, -1.52264], [5.32357, 0.80116, -1.49432], [6.62166, -0.31338, 0.29358], [6.66273, -1.69118, 2.30936], [2.21844, -4.45275, -1.07065], [0.66736, -3.69302, -0.15461], [0.70798, -4.35807, 1.68119], [-0.97938, -4.35636, -0.97795], [0.69151, -1.79310, -0.51622], [2.20282, -5.54222, -1.00503], [3.13454, -4.08546, -0.60672], [2.22654, -4.16055, -2.12056], [0.22264, -5.33641, 1.67608], [0.18743, -3.71913, 2.39268], [1.73723, -4.47846, 2.01600], [-0.95059, -5.44618, -1.04029], [-1.10538, -3.94563, -1.97903], [-1.84325, -4.06225, -0.38073], [0.65597, -1.68293, -1.62094]],
  "forces_ev_per_angstrom": [[-0.23, -1.02, 0.12], [-0.05, 0.02, -0.04], [-0.01, 0.01, 0.03], [0.04, 0.00, -0.01], [-0.03, 0.02, 0.03], [-0.13, -0.02, -0.06], [0.00, 0.01, -0.03], [0.03, -0.01, 0.01], [-0.21, -0.07, 0.21], [-0.05, 0.08, -0.11], [0.12, -0.05, -0.04], [0.59, -0.04, -0.58], [0.03, -0.54, 0.21], [0.09, 0.24, 0.07], [-0.03, -0.09, -0.04], [0.01, 0.05, -0.07], [-0.01, 0.02, 0.10], [-0.08, 0.06, 0.00], [0.01, 0.00, 0.00], [0.01, -0.01, 0.01], [0.00, 0.01, -0.01], [0.02, -0.02, 0.00], [0.02, 0.00, 0.01], [-0.01, 0.01, 0.00], [0.00, 0.00, 0.01], [-0.01, -0.01, 0.00], [0.01, 0.00, -0.01], [-0.01, -0.02, -0.01], [-0.02, 0.01, 0.09], [0.01, 0.00, -0.03], [-0.02, 0.02, 0.00], [-0.14, 0.05, -0.24], [-0.06, 0.20, 0.21], [-0.01, 0.00, 0.00], [0.01, 0.00, 0.01], [-0.01, 0.01, -0.01], [-0.01, -0.01, 0.01], [0.01, 0.00, -0.01], [0.00, 0.00, 0.02], [-0.01, 0.00, 0.00], [0.01, -0.01, 0.00], [0.01, 0.00, 0.00], [0.00, -0.01, -0.05], [0.00, 0.02, 0.06], [-0.01, -0.07, -0.07], [0.01, -0.09, -0.09], [-0.13, -0.09, 0.17], [0.06, 0.06, -0.04], [0.01, -0.03, -0.01], [-0.02, -0.04, -0.02], [0.01, 0.06, 0.11], [0.02, 0.03, -0.01], [-0.01, -0.01, 0.00], [0.00, -0.01, 0.01], [0.02, 0.03, 0.02], [-0.02, -0.01, 0.03], [0.01, 0.01, 0.01], [0.00, 0.01, 0.01], [-0.01, 0.00, 0.01], [-0.05, -0.04, 0.04], [0.04, 0.04, -0.03], [-0.02, 0.03, 0.03], [-0.20, -0.10, -0.07], [0.29, 0.46, -0.01], [0.21, 0.03, -0.08], [-0.09, 0.01, -0.05], [0.01, -0.05, 0.06], [0.10, 0.01, 0.00], [0.02, 0.03, -0.04], [0.00, 0.00, 0.00], [0.01, -0.02, 0.01], [0.00, 0.03, -0.02], [0.00, 0.02, 0.07], [0.00, 0.00, 0.00], [0.01, 0.00, 0.00], [0.00, 0.00, 0.00], [0.05, -0.04, -0.05], [0.06, 0.08, -0.06], [-0.01, 0.01, 0.11], [-0.06, -0.07, -0.02], [-0.06, 0.50, 0.15], [0.03, -0.02, -0.01], [0.01, 0.01, 0.02], [-0.01, -0.01, -0.02], [0.01, -0.03, 0.03], [-0.03, 0.01, -0.02], [0.01, 0.00, 0.00], [-0.04, -0.01, -0.01], [0.02, 0.00, -0.03], [-0.01, 0.01, 0.01], [-0.10, 0.37, 0.00]],
  "lowdin_charge": [0.672, 0.082, -0.327, -0.038, -0.057, -0.307, -0.043, -0.027, 0.604, -0.301, -0.316, -0.187, -0.444, 0.131, -0.107, -0.062, -0.128, 0.148, 0.080, 0.081, 0.105, 0.113, 0.108, 0.105, 0.111, 0.089, 0.104, -0.055, -0.630, -0.054, -0.071, -0.113, -0.062, 0.077, 0.067, 0.082, 0.076, 0.082, 0.079, 0.076, 0.077, 0.081, -0.105, -0.102, -0.078, -0.171, -0.143, -0.137, -0.091, -0.063, -0.173, -0.059, 0.090, 0.097, 0.075, 0.090, 0.095, 0.098, 0.100, -0.101, -0.085, -0.038, -0.155, -0.167, -0.112, -0.084, -0.064, -0.174, -0.056, 0.091, 0.100, 0.083, 0.075, 0.099, 0.098, 0.101, -0.215, 0.746, -0.211, -0.218, -0.262, 0.013, 0.016, 0.019, 0.018, -0.002, 0.009, 0.012, 0.018, 0.012, 0.009],
  "spin_multiplicity": 1,
  "charge": -1,
  "e_lumo_ev": [2.49, 2.49],
  "relative_energy_kj_mol": 0.00,
  "homo_lumo_gap_ev": [6.7303, 6.9905],
  "homo_ev": [-4.24, -4.50]
}

Entry 3:
{
  "formula": "C5H12O",
  "method": "ωB97M-V/def2-TZVPD",
  "symbols": ["C", "O", "C", "C", "C", "C", "H", "H", "H", "H", "H", "H", "H", "H", "H", "H", "H", "H"],
  "xyz": [[1.89908, -0.14263, -0.15778], [1.05037, -0.79719, -1.14798], [1.04376, 0.27786, 0.98578], [-0.17912, 1.04206, 0.69979], [-1.53671, 0.28024, 0.45441], [-1.98982, -0.05873, -0.89553], [2.56865, -0.97796, 0.01074], [2.45072, 0.68355, -0.63995], [-0.29259, -2.75607, 0.50104], [-0.35899, -2.14436, 0.91730], [1.36088, 0.03243, 1.98752], [-0.36174, 1.79025, 1.48878], [-0.07372, 1.72552, -0.13248], [-1.64750, -0.31158, 1.37548], [-2.24448, 1.08603, 0.29688], [-2.23101, -1.11074, -1.01502], [0.13925, -0.57425, -0.92311], [-2.57833, 0.60530, -1.53007]],
  "forces_ev_per_angstrom": [[-0.95, -1.34, -1.16], [0.47, 0.68, 0.09], [-1.01, 1.01, -0.99], [3.46, 2.19, 1.21], [-2.43, 0.24, -1.59], [0.43, -2.76, 1.29], [0.64, 0.35, 0.86], [-0.15, -0.06, 0.24], [-0.02, -0.02, 0.00], [0.03, -0.07, 0.03], [-0.31, -0.10, 0.18], [-0.20, -0.81, 0.25], [0.30, -0.33, -0.65], [-0.55, -0.20, -1.03], [-0.12, 1.09, 2.18], [0.14, -0.09, -0.62], [-0.43, -0.04, -0.50], [0.70, 0.25, 0.20]],
  "lowdin_charge": [-0.246, -0.120, -0.048, -0.237, -0.294, -0.024, 0.110, 0.120, 0.073, 0.037, 0.094, 0.117, 0.118, 0.111, 0.100, 0.040, -0.007, 0.055],
  "spin_multiplicity": 1,
  "e_lumo_ev": -1.46,
  "relative_energy_kj_mol": 737.68,
  "homo_lumo_gap_ev": 5.1818,
  "homo_ev": -6.64
}

Entry 4:
{
  "formula": "C6H13MgO5Sm",
  "method": "ωB97M-V/def2-TZVPD",
  "symbols": ["O", "C", "C", "O", "C", "Sm", "H", "H", "H", "H", "H", "H", "H", "O", "C", "O", "C", "O", "C", "Mg", "H", "H", "H", "H", "H", "H"],
  "xyz": [[-1.06987, 1.21106, -0.44737], [-1.73647, 2.40966, -0.19968], [-1.16904, 3.10187, 1.03599], [0.26623, 3.05841, 0.94141], [0.93566, 3.72767, 2.00376], [1.02092, 1.13393, -0.24093], [-2.81642, 2.25505, -0.02102], [-1.65279, 3.10140, -1.06086], [-1.46303, 2.57719, 1.95983], [-1.49180, 4.15154, 1.10142], [2.01253, 3.61524, 1.84219], [0.66757, 4.79270, 1.99428], [0.65415, 3.28014, 2.96781], [0.41216, -1.28757, 0.77573], [-0.81893, -1.31318, 0.98899], [-1.60266, -2.26717, 0.60188], [-1.06558, -3.42796, -0.05096], [-0.29834, -3.09131, -1.16264], [-1.04144, -2.65310, -2.32414], [1.54386, -2.21978, -0.77514], [-1.30368, -0.58470, 1.64434], [-1.94115, -4.01821, -0.33724], [-0.43404, -3.97080, 0.66082], [-0.32223, -2.57695, -3.14533], [-1.80180, -3.40581, -2.56179], [-1.49083, -1.67223, -2.11942]],
  "forces_ev_per_angstrom": [[-0.05, -0.58, 0.07], [-0.69, 0.82, 0.02], [-0.48, 0.09, 0.19], [0.02, -0.18, -0.26], [0.07, 0.38, 0.45], [0.95, 0.32, -0.17], [0.33, 0.05, -0.11], [-0.03, -0.28, 0.22], [0.05, 0.14, -0.17], [0.02, -0.28, -0.01], [-0.17, 0.10, 0.06], [0.16, -0.27, 0.06], [0.08, 0.17, -0.19], [-0.27, 0.15, -0.30], [0.31, -0.54, 0.66], [-0.20, 0.51, 0.10], [-0.12, -0.52, 0.04], [0.51, -0.06, 0.14], [-0.39, 0.21, -0.49], [-0.05, -0.38, 0.07], [-0.08, 0.02, -0.41], [0.19, 0.13, 0.11], [-0.11, 0.11, -0.11], [-0.20, -0.07, 0.15], [0.17, 0.24, 0.01], [-0.01, -0.28, -0.12]],
  "lowdin_charge": [-0.464, -0.304, -0.175, -0.393, -0.054, 1.438, 0.135, 0.129, 0.137, 0.148, 0.099, 0.116, 0.110, -0.204, -0.251, 0.104, -0.126, -0.313, 0.006, 0.977, 0.182, 0.175, 0.172, 0.112, 0.126, 0.114],
  "spin_multiplicity": 8,
  "charge": 2,
  "e_lumo_ev": [-7.07, -8.52],
  "homo_lumo_gap_ev": [6.8364, 7.5469],
  "homo_ev": [-13.90, -16.07]
}